No. 1
The following is a DFT calculation (the ωB97M-V functional and the def2-TZVPD basis) of a structure of composition C17H8F5IrN4O9.

The expectation value of S² is 0.769. As for the energy above the lowest of the compared OMol25 structures with the same formula, charge and spin: 0.00 kJ/mol. The value obtained for the lowest unoccupied orbital energy (spin up / spin down) is -6.9 / -6.9 eV. For the frontier orbital gap (spin up / spin down), the calculation gives 6.01 / 5.96 eV. The value obtained for the HOMO energy (spin up / spin down) is -12.8925 / -12.8170 eV.

Geometry as ORCA input:
```
! wB97M-V def2-TZVPD RIJCOSX def2/J DEFGRID3
* xyz 1 2
Ir -0.34 0.47 -0.02
O -2.39 6.00 -0.05
C -1.07 6.01 -0.08
O -0.43 7.02 -0.11
C -0.36 4.69 -0.07
C 1.02 4.56 -0.09
N 1.30 3.25 -0.07
N 0.19 2.52 -0.05
C -0.82 3.38 -0.05
C -2.14 2.74 -0.01
O -3.20 3.30 0.01
O -2.01 1.41 -0.01
H -2.78 5.11 -0.03
H 1.78 5.32 -0.12
H 2.18 2.76 -0.07
C -4.09 -0.60 0.39
C -2.90 -1.46 0.15
N -1.60 -1.19 0.02
C -0.96 -2.40 -0.16
C -1.86 -3.41 -0.14
N -3.06 -2.80 0.05
C -1.78 -4.90 -0.28
O -0.59 -5.43 -0.46
O -2.80 -5.53 -0.22
C 0.48 -2.33 -0.33
O 1.24 -3.26 -0.48
O 0.89 -1.06 -0.28
H -3.83 0.44 0.48
H -4.59 -0.93 1.30
H -4.79 -0.72 -0.44
H -3.93 -3.31 0.11
H 0.14 -4.78 -0.48
F 5.26 -3.31 -0.08
C 4.45 -2.29 0.03
C 3.84 -2.05 1.26
F 4.08 -2.86 2.27
C 2.98 -0.99 1.37
F 2.35 -0.76 2.49
C 2.73 -0.11 0.26
O 2.00 0.92 0.38
C 3.35 -0.44 -0.99
F 3.07 0.31 -2.03
C 4.21 -1.50 -1.10
F 4.80 -1.79 -2.25
*
```



No. 2
The following is a DFT calculation (the ωB97M-V functional and the def2-TZVPD basis) of a cluster of 2 separate species, C5H13P in total.

As for the structure (SMILES): CP(C)C.C=C. As for the energy above the lowest of the compared OMol25 structures with the same formula, charge and spin: 204.07 kJ/mol. The value obtained for the lowest unoccupied orbital energy is 1.1 eV. For the frontier orbital gap, the calculation gives 9.72 eV. The value obtained for the HOMO energy is -8.6443 eV.

Geometry as ORCA input:
```
! wB97M-V def2-TZVPD RIJCOSX def2/J DEFGRID3
* xyz 0 1
C 2.21 -0.73 0.97
P 0.48 -0.77 0.27
C 0.40 1.14 0.09
C 1.01 -1.04 -1.53
H 2.52 -1.77 1.01
H 2.88 -0.37 0.27
H 2.32 -0.14 1.91
H 0.16 1.44 1.07
H 1.38 1.52 -0.20
H -0.54 1.33 -0.32
H 2.03 -0.63 -1.49
H 1.07 -2.01 -1.88
H 0.29 -0.63 -2.27
C -2.38 0.20 0.90
C -3.02 0.67 -0.23
H -1.99 -0.84 0.95
H -2.25 0.82 1.81
H -3.01 1.73 -0.42
H -3.56 0.08 -0.91
*
```



No. 3
The following is a DFT calculation (the ωB97M-V functional and the def2-TZVPD basis) of the molecule C29H21N7O6S.

The value obtained for the lowest unoccupied orbital energy is -0.7 eV. For the frontier orbital gap, the calculation gives 6.85 eV. The value obtained for the HOMO energy is -7.5990 eV.

Geometry as ORCA input:
```
! wB97M-V def2-TZVPD RIJCOSX def2/J DEFGRID3
* xyz 0 1
C -2.84 3.71 4.13
C -1.77 3.01 4.71
C -0.97 2.17 3.93
C -1.23 1.99 2.56
C -0.29 1.08 1.74
C 0.99 1.82 1.43
C 2.22 1.20 1.67
C 3.38 1.77 1.17
C 3.34 3.05 0.62
C 2.12 3.72 0.48
C 0.94 3.08 0.86
C -0.92 0.48 0.43
C -2.17 -0.21 0.92
C -2.67 -1.35 0.10
N -1.53 -2.21 -0.20
C -1.64 -3.60 -0.34
C -0.47 -4.16 -0.80
C -0.38 -5.54 -1.02
C -1.53 -6.32 -0.80
C -2.72 -5.74 -0.34
C -2.79 -4.35 -0.10
S 0.74 -2.95 -1.14
C -0.32 -1.71 -0.54
N -0.02 -0.38 -0.44
C -2.29 2.70 1.98
C -3.09 3.55 2.76
H -3.46 4.37 4.73
H -1.55 3.13 5.77
H -0.12 1.64 4.38
H -0.04 0.21 2.36
H 2.23 0.26 2.23
H 4.33 1.22 1.24
H 4.26 3.54 0.32
H 2.07 4.74 0.09
H -0.02 3.57 0.73
H -1.19 1.31 -0.23
H -1.99 -0.56 1.94
H -2.96 0.54 1.03
H -3.39 -1.91 0.69
H -3.18 -0.98 -0.81
H 0.56 -5.95 -1.37
H -1.49 -7.39 -0.99
H -3.60 -6.34 -0.17
H -3.70 -3.86 0.24
H -2.51 2.61 0.91
H -3.92 4.09 2.29
O 3.85 -1.01 -5.75
N 2.95 -0.45 -5.13
C 2.44 -0.42 -3.85
C 1.31 0.40 -3.82
N 1.08 0.87 -5.10
O 2.07 0.36 -5.87
C 0.68 0.77 -2.59
N -0.07 1.96 -2.57
O -0.32 2.63 -3.59
O -0.49 2.39 -1.44
C 1.04 0.15 -1.21
C 2.15 -0.86 -1.45
N 3.09 -1.24 -0.48
O 3.00 -1.36 0.74
O 4.21 -1.76 -1.15
N 4.12 -1.57 -2.50
C 2.91 -0.95 -2.64
H 1.56 1.01 -0.73
*
```



No. 4
The following is a DFT calculation (the ωB97M-V functional and the def2-TZVPD basis) of a structure of composition C53H66Br2Cl2N5O2RbS.

As for the energy above the lowest of the compared OMol25 structures with the same formula, charge and spin: 87.91 kJ/mol. The value obtained for the lowest unoccupied orbital energy is 3.6 eV. For the frontier orbital gap, the calculation gives 4.83 eV. The value obtained for the HOMO energy is -1.2676 eV.

Geometry as ORCA input:
```
! wB97M-V def2-TZVPD RIJCOSX def2/J DEFGRID3
* xyz -2 1
Rb 0.29 -0.08 -0.01
C -4.11 5.07 -2.13
C -2.78 4.65 -2.76
C -2.50 3.19 -2.54
C -2.73 2.15 -3.38
C -3.36 2.18 -4.75
C -2.50 2.84 -5.84
C -2.32 0.95 -2.65
N -1.88 1.28 -1.43
C -1.99 2.61 -1.30
C -1.71 3.33 -0.14
C -1.43 2.83 1.13
C -1.30 3.65 2.35
C -1.35 5.14 2.41
C -2.80 5.65 2.42
C -1.15 2.77 3.38
C -1.15 1.44 2.78
C -1.00 0.26 3.50
C -1.04 -1.05 3.01
N -1.24 -1.38 1.73
C -1.24 -2.72 1.64
C -1.47 -3.44 0.47
C -1.73 -2.94 -0.81
N -1.69 -1.65 -1.18
C -2.17 -1.55 -2.43
C -2.43 -0.36 -3.12
C -2.50 -2.88 -2.94
C -2.21 -3.75 -1.93
C -2.41 -5.24 -1.90
C -3.75 -5.60 -1.24
C -3.09 -3.16 -4.28
C -4.62 -3.10 -4.24
C -1.02 -3.30 2.97
C -0.90 -2.25 3.83
C -0.62 -2.29 5.30
C -1.86 -2.10 6.16
C -0.97 -4.76 3.31
C -2.37 -5.31 3.58
N -1.32 1.53 1.45
C -1.00 3.07 4.83
C 0.47 3.10 5.24
H -4.24 6.15 -2.20
H -4.15 4.77 -1.09
H -4.94 4.59 -2.65
H -1.97 5.25 -2.32
H -2.80 4.86 -3.83
H -4.31 2.72 -4.70
H -3.58 1.16 -5.06
H -2.56 3.92 -5.80
H -2.84 2.52 -6.82
H -1.45 2.56 -5.72
H -1.79 4.41 -0.22
H -0.83 5.57 1.55
H -0.84 5.49 3.31
H -3.33 5.27 1.55
H -2.83 6.74 2.41
H -3.31 5.29 3.31
H -0.85 0.36 4.57
H -1.51 -4.52 0.58
H -2.85 -0.48 -4.11
H -1.60 -5.71 -1.34
H -2.39 -5.64 -2.92
H -3.79 -5.19 -0.24
H -3.89 -6.68 -1.19
H -4.57 -5.17 -1.81
H -2.77 -4.15 -4.64
H -2.73 -2.43 -5.01
H -5.00 -3.82 -3.52
H -5.06 -3.31 -5.21
H -4.93 -2.11 -3.91
H 0.11 -1.51 5.54
H -0.16 -3.25 5.56
H -2.37 -1.18 5.89
H -1.59 -2.04 7.22
H -2.56 -2.92 6.02
H -0.35 -4.91 4.20
H -0.52 -5.32 2.49
H -2.82 -4.80 4.43
H -2.34 -6.38 3.80
H -3.01 -5.14 2.72
H -1.52 2.31 5.42
H -1.47 4.03 5.07
H 0.93 2.14 5.04
H 0.57 3.33 6.31
H 1.00 3.85 4.67
C 2.14 -3.61 0.55
C 3.18 -2.84 1.29
C 4.26 -3.49 1.92
C 5.18 -2.74 2.60
C 5.03 -1.34 2.68
C 5.87 -0.48 3.39
Br 7.46 -1.16 4.25
C 5.60 0.87 3.51
C 4.51 1.39 2.84
Br 4.14 3.26 3.00
C 3.65 0.66 1.98
O 2.77 1.20 1.28
C 3.91 -0.78 1.98
N 3.05 -1.54 1.32
H 2.38 -4.67 0.49
H 2.05 -3.18 -0.45
H 1.18 -3.47 1.04
H 4.35 -4.57 1.87
H 6.02 -3.22 3.09
H 6.22 1.51 4.11
Cl 1.02 1.91 -2.05
C 2.67 2.43 -1.75
Cl 3.44 2.95 -3.25
H 3.24 1.60 -1.35
H 2.67 3.27 -1.06
C -0.06 0.29 -5.68
C 0.75 -0.95 -5.99
C 1.78 -1.24 -4.91
S 0.95 -1.81 -3.33
O 2.05 -1.85 -2.36
C 0.70 -3.59 -3.87
C 1.74 -4.56 -3.33
C 3.08 -4.53 -4.06
H -0.85 0.42 -6.43
H 0.58 1.17 -5.69
H -0.52 0.21 -4.70
H 1.26 -0.82 -6.96
H 0.07 -1.80 -6.09
H 2.31 -0.33 -4.63
H 2.49 -1.99 -5.23
H 0.64 -3.61 -4.96
H -0.28 -3.83 -3.45
H 1.32 -5.57 -3.37
H 1.91 -4.30 -2.29
H 2.95 -4.71 -5.13
H 3.74 -5.30 -3.66
H 3.56 -3.57 -3.91
*
```



No. 5
The following is a DFT calculation (the ωB97M-V functional and the def2-TZVPD basis) of a structure of composition C4H4O2Tl.

As for the energy above the lowest of the compared OMol25 structures with the same formula, charge and spin: 40.00 kJ/mol. The value obtained for the lowest unoccupied orbital energy (spin up / spin down) is -17.7 / -17.5 eV. For the frontier orbital gap (spin up / spin down), the calculation gives 5.95 / 6.10 eV. The value obtained for the HOMO energy (spin up / spin down) is -23.6492 / -23.6362 eV.

Geometry as ORCA input:
```
! wB97M-V def2-TZVPD RIJCOSX def2/J DEFGRID3
* xyz 3 1
H -1.36 -1.31 0.45
O -2.33 1.48 -0.05
C -1.14 0.92 -0.34
C -0.98 -0.40 -0.39
C 0.09 -1.31 -0.23
H -2.38 2.37 -0.41
H -0.32 1.59 -0.61
H 0.16 -2.21 -0.85
C 1.56 -0.93 0.38
O 2.54 -0.63 0.95
Tl 4.16 0.42 1.11
*
```



No. 6
The following is a DFT calculation (the ωB97M-V functional and the def2-TZVPD basis) of a cluster of 2 separate species, C3H14N2O in total.

As for the energy above the lowest of the compared OMol25 structures with the same formula, charge and spin: 175.06 kJ/mol. The value obtained for the lowest unoccupied orbital energy is -6.7 eV. For the frontier orbital gap, the calculation gives 12.16 eV. The value obtained for the HOMO energy is -18.8838 eV.

Geometry as ORCA input:
```
! wB97M-V def2-TZVPD RIJCOSX def2/J DEFGRID3
* xyz 2 1
C -0.32 1.53 0.21
C -0.37 0.34 -0.76
C -1.59 -0.54 -0.53
N -1.29 -1.99 0.04
N 1.03 2.30 0.30
H -0.57 1.23 1.14
H -1.13 2.23 -0.04
H 0.42 -0.43 -0.60
H -0.25 0.52 -1.93
H -2.37 -0.14 0.32
H -2.05 -0.61 -1.61
H -2.09 -2.49 0.24
H -0.97 -2.53 -0.84
H -0.63 -2.06 0.82
H 1.10 2.98 1.04
H 1.33 2.77 -0.48
H 1.62 1.53 0.41
H 2.74 -2.08 0.20
H 3.07 -1.22 1.31
O 2.30 -1.33 0.75
*
```



No. 7
The following is a DFT calculation (the ωB97M-V functional and the def2-TZVPD basis) of the molecule C4H8O2.

As for the structure (SMILES): O=CCCCO. As for the energy above the lowest of the compared OMol25 structures with the same formula, charge and spin: 122.69 kJ/mol. The value obtained for the lowest unoccupied orbital energy is 0.9 eV. For the frontier orbital gap, the calculation gives 10.77 eV. The value obtained for the HOMO energy is -9.8577 eV.

Geometry as ORCA input:
```
! wB97M-V def2-TZVPD RIJCOSX def2/J DEFGRID3
* xyz 0 1
O -1.28 1.17 -1.31
C -1.68 0.82 -0.22
C -0.92 -0.11 0.70
C 0.17 -0.99 0.03
C 1.41 -0.24 -0.48
O 1.79 0.77 0.44
H -2.66 1.19 0.17
H -1.66 -0.75 1.18
H -0.53 0.51 1.52
H 0.51 -1.68 0.81
H -0.32 -1.59 -0.75
H 2.28 -0.90 -0.60
H 1.24 0.17 -1.49
H 1.65 1.62 0.01
*
```



No. 8
The following is a DFT calculation (the ωB97M-V functional and the def2-TZVPD basis) of the molecule C3H4N2O.

As for the energy above the lowest of the compared OMol25 structures with the same formula, charge and spin: 476.48 kJ/mol. The value obtained for the lowest unoccupied orbital energy is 0.4 eV. For the frontier orbital gap, the calculation gives 8.32 eV. The value obtained for the HOMO energy is -7.9390 eV.

Geometry as ORCA input:
```
! wB97M-V def2-TZVPD RIJCOSX def2/J DEFGRID3
* xyz 0 1
O -1.85 -0.94 0.11
C -0.90 -0.06 -0.11
C -0.53 1.19 -0.01
N 0.77 1.06 0.51
C 1.43 -0.03 0.20
N 0.79 -1.14 -0.12
H -2.70 -0.48 0.04
H -0.91 2.20 -0.26
H 2.51 0.07 0.17
H 1.40 -1.89 -0.53
*
```



Max |F| readings, ordered: 1.22, 3.21, 3.64, 2.05, 14.13, 4.97, 0.55, 2.46 eV/A
E_tot readings, ordered: -2152.20736, -539.55309, -2350.18823, -8974.23532, -476.19121, -306.77762, -307.66570, -301.30575 Ha